1.
106
Properties=species:S:1:pos:R:3:lowdin_charge:R:1 method="wB97M-V/def2-TZVPD" lumo_ev=-13.59 largest_force_ev_per_a=11.4 charge=+5 e_homo_ev=-21.1 mol_weight_g_mol=845.74
N 0.4589 -0.9227 0.6730 -0.41
O 1.6976 -1.0863 0.7352 -0.06
O -0.0978 -0.5029 -0.2931 0.05
O -0.1690 -1.2598 1.6480 0.01
C -0.9490 -3.6585 2.6635 0.05
C 0.5460 -3.8736 2.7636 -0.22
O 0.9920 -4.9098 3.3989 0.14
N 1.5873 -2.7806 2.3766 0.06
H 1.1769 -2.0496 1.8133 0.03
H 1.8253 -2.2307 3.1896 0.16
C 2.8057 -3.4439 1.7507 0.07
H -1.2808 -4.0408 3.6289 0.13
H -1.3817 -4.1334 1.7830 0.08
H -1.2807 -2.6251 2.5622 0.04
H 2.2978 -3.8823 0.8916 0.11
H 3.2810 -4.1970 2.3792 0.12
H 3.4992 -2.6044 1.7014 0.10
C 4.3088 2.4338 1.0845 0.06
C 4.2548 2.0365 2.5670 -0.35
O 5.2421 1.9957 3.3012 0.20
N 2.8897 1.8926 3.1503 0.15
H 2.8348 1.8967 4.1588 0.19
H 2.3383 2.6542 2.7815 0.15
C 2.4105 0.4708 2.7381 0.03
H 3.5304 1.9329 0.5088 0.03
H 5.3547 2.3197 0.7996 0.12
H 4.0908 3.5017 1.0951 0.12
H 1.5018 0.2457 3.2964 0.07
H 3.1023 -0.3665 2.8298 0.12
H 2.0537 0.5330 1.7100 0.05
C 0.7297 -2.4516 -2.2684 -0.04
C 2.0215 -1.6440 -2.1501 -0.21
O 3.0685 -1.9401 -2.8436 0.13
N 2.0319 -0.3706 -1.3332 0.07
H 1.1407 -0.2968 -0.8639 -0.01
H 2.7502 -0.3971 -0.6237 0.15
C 2.3546 0.9396 -2.0487 0.02
H 0.7540 -2.7395 -1.2174 0.11
H 0.8927 -3.3903 -2.7978 0.10
H -0.1752 -1.9542 -2.6175 0.07
H 2.3478 1.6965 -1.2644 0.03
H 1.5639 1.2470 -2.7331 0.12
H 3.3729 0.9672 -2.4364 0.13
C -3.0596 8.9886 0.6305 0.06
N -2.8478 7.5686 0.9940 -0.08
C -3.1393 7.2457 2.2837 0.08
C -3.0009 5.8654 2.7141 0.09
C -2.3256 5.0152 1.8586 -0.17
C -2.0114 5.3660 0.5479 0.06
C -2.3361 6.6711 0.1345 0.05
C -2.0222 3.6598 2.3518 -0.14
C -2.9853 2.6401 2.1036 0.09
C -2.7500 1.2706 2.3506 0.00
N -1.5602 1.0039 2.8919 -0.08
C -0.5597 1.9207 3.1565 0.00
C -0.7959 3.3146 2.8848 0.02
C -1.2074 -0.3732 3.1795 -0.01
H -4.1400 9.1241 0.6791 0.12
H -2.7077 9.1050 -0.3945 0.11
H -2.5293 9.6414 1.3239 0.12
H -3.7091 7.9802 2.8334 0.16
H -3.3217 5.6481 3.7221 0.14
H -1.5162 4.6988 -0.1422 0.08
H -2.0155 6.9560 -0.8567 0.16
H -3.9418 2.9568 1.7149 0.14
H -3.4895 0.4902 2.2485 0.14
H 0.3138 1.6024 3.7062 0.11
H 0.0345 3.9902 3.0273 0.13
H -0.6611 -0.3918 4.1226 0.13
H -0.5709 -0.7328 2.3711 -0.22
H -2.0893 -1.0063 3.2777 0.12
C 1.2228 -6.0093 -7.1999 0.06
N 0.7866 -5.3490 -5.9630 -0.06
C 0.9605 -4.0239 -5.8170 0.07
C 0.3952 -3.2804 -4.7610 0.05
C -0.4084 -4.0015 -3.8183 -0.15
C -0.4991 -5.4162 -3.9654 0.09
C 0.1086 -6.0244 -5.0524 0.04
C -1.2129 -3.2483 -2.7714 -0.20
C -1.9347 -1.9936 -3.0353 0.08
C -2.4926 -1.3415 -1.9718 0.05
N -2.5004 -1.8918 -0.7175 -0.08
C -1.9939 -3.0757 -0.5312 0.01
C -1.3132 -3.7865 -1.5238 0.02
C -3.1031 -1.2031 0.3777 0.03
H 0.4086 -5.9635 -7.9231 0.13
H 1.7180 -6.9760 -7.1083 0.13
H 1.9047 -5.3810 -7.7729 0.12
H 1.6037 -3.5327 -6.5322 0.16
H 0.4275 -2.2014 -4.7941 0.14
H -1.2405 -5.8102 -3.2862 0.14
H 0.0456 -7.1009 -5.1121 0.17
H -1.8754 -1.5550 -4.0205 0.16
H -2.9487 -0.3648 -1.9054 0.16
H -1.9382 -3.4891 0.4650 0.11
H -0.9100 -4.7794 -1.3896 0.15
H -2.3376 -0.5990 0.8646 0.06
H -3.4436 -1.9593 1.0851 0.14
H -3.8902 -0.5275 0.0429 0.13
As 0.5384 2.5147 0.0019 1.06
F 1.4123 3.5769 -1.1891 -0.20
F 0.4139 1.2189 -1.2204 -0.30
F -0.3326 1.4394 1.1387 -0.21
F 0.5280 3.8445 1.2547 -0.24
F -0.9657 3.2286 -0.6097 -0.22
F 2.0371 1.8312 0.5583 -0.31

2.
101
Properties=species:S:1:pos:R:3:lowdin_charge:R:1 method="wB97M-V/def2-TZVPD" lumo_ev=-0.46 largest_force_ev_per_a=0.9 e_homo_ev=-6.9 de_lowest_ev=0.395 mol_weight_g_mol=790.84
Sc -0.6182 -0.4201 -0.5856 0.67
C -0.8341 -2.0758 -6.4330 -0.08
C -1.3030 -0.7449 -5.8632 -0.27
N -0.2824 -0.0734 -5.0795 0.01
C -0.0092 -0.2946 -3.7872 -0.76
S -0.9314 -1.4665 -2.8870 0.72
N 1.0313 0.3832 -3.3034 0.00
N 1.2384 0.0316 -2.0153 -0.10
C 2.4347 0.0694 -1.5529 -0.28
C 3.5953 0.5633 -2.3524 -0.01
C 2.5788 -0.6243 -0.2567 -0.21
C 3.7858 -0.7241 0.4246 -0.01
C 3.8710 -1.5539 1.5320 -0.05
C 2.7559 -2.2685 1.9308 -0.05
C 1.5748 -2.0682 1.2355 -0.11
N 1.4758 -1.2634 0.1843 0.06
H -1.6267 -2.5333 -7.0278 0.07
H -0.5718 -2.7616 -5.6272 0.06
H 0.0398 -1.9446 -7.0744 0.07
H -2.1770 -0.8818 -5.2286 0.08
H -1.5979 -0.0603 -6.6594 0.11
H 0.3670 0.5394 -5.5480 0.14
H 3.5151 0.1689 -3.3657 0.08
H 4.5524 0.2749 -1.9264 0.06
H 3.5605 1.6516 -2.4422 0.09
H 4.6506 -0.1730 0.0870 0.11
H 4.8083 -1.6509 2.0655 0.11
H 2.7843 -2.9561 2.7642 0.11
H 0.6670 -2.5821 1.5216 0.11
N -2.0931 0.3266 1.0790 -0.06
C -3.1799 -0.6365 1.2572 -0.15
C -2.8158 -1.9970 0.6594 -0.63
O -3.4916 -2.9755 0.8740 0.08
O -1.7214 -1.9779 -0.0675 -0.21
H -1.5611 0.5275 1.9208 0.06
H -2.4264 1.2041 0.6989 -0.03
H -4.0863 -0.2848 0.7635 0.12
H -3.4334 -0.7881 2.3056 0.11
C -1.1583 -1.9472 3.5459 -0.03
N -0.3806 -1.0446 4.3483 -0.10
C -0.3390 -1.1811 5.7827 -0.12
C 0.5699 -0.0191 6.2093 -0.12
N 1.0999 0.5275 4.9608 -0.08
C 2.5412 0.7399 4.8699 -0.05
C 0.4341 -0.0495 3.8725 -0.36
N 0.5171 0.2681 2.6345 0.09
C 1.3253 1.4264 2.2820 -0.22
C 0.8948 2.1237 1.0021 -0.25
N -0.3580 2.8090 1.1824 0.09
C -0.6218 3.8822 0.5297 -0.42
N -1.7364 4.6403 0.8450 -0.11
C -2.8202 4.0627 1.5982 -0.06
C -2.0482 5.5396 -0.2471 -0.14
C -0.6798 5.7223 -0.8979 -0.12
N 0.0620 4.5405 -0.4703 -0.07
C 1.0158 3.9402 -1.3847 -0.07
H -2.2155 -1.9218 3.8198 0.10
H -1.0563 -1.6695 2.5021 0.05
H -0.8093 -2.9786 3.6663 0.10
H 0.0551 -2.1604 6.0788 0.12
H -1.3403 -1.0867 6.2108 0.12
H 1.3845 -0.3604 6.8484 0.11
H 0.0110 0.7386 6.7608 0.12
H 3.0217 0.3380 5.7627 0.08
H 2.8001 1.7968 4.7937 0.09
H 2.9569 0.2193 4.0072 0.07
H 2.3762 1.1412 2.1558 0.10
H 1.2829 2.1870 3.0705 0.12
H 0.8500 1.4257 0.1358 0.05
H 1.7223 2.7952 0.7370 0.11
H -3.4423 4.8634 2.0005 0.08
H -2.4133 3.4794 2.4206 0.08
H -3.4465 3.4148 0.9708 0.08
H -2.4617 6.4772 0.1265 0.12
H -2.7649 5.0833 -0.9417 0.12
H -0.1895 6.6413 -0.5621 0.12
H -0.7500 5.7478 -1.9856 0.11
H 0.9049 4.4182 -2.3578 0.08
H 0.8067 2.8827 -1.5404 0.03
H 2.0504 4.0801 -1.0599 0.08
C -4.8748 1.1424 -7.1023 -0.05
C -4.1265 1.2479 -5.8006 -0.29
C -3.0387 2.0976 -5.6603 -0.04
C -2.3425 2.2081 -4.4603 -0.31
C -1.1565 3.1295 -4.3858 -0.09
C -2.7499 1.4526 -3.3532 -0.51
Se -1.9072 1.7719 -1.6545 0.79
C -3.8336 0.5723 -3.4810 -0.31
C -4.3289 -0.2684 -2.3386 -0.08
C -4.4995 0.4888 -4.7007 -0.03
H -4.3312 1.6336 -7.9098 0.07
H -5.8599 1.6093 -7.0333 0.08
H -5.0295 0.0993 -7.3842 0.08
H -2.7145 2.6907 -6.5104 0.11
H -0.9161 3.5271 -5.3735 0.08
H -0.2848 2.6066 -3.9850 0.04
H -1.3558 3.9699 -3.7158 0.06
H -3.5026 -0.6356 -1.7355 0.01
H -4.8895 -1.1283 -2.7054 0.09
H -4.9845 0.3180 -1.6878 0.09
H -5.3344 -0.2005 -4.7875 0.12

The records above give, respectively, calculated total energy values of -5010.5622; -5602.0045 hartree.